Below is a cluster of 18 separate species, C102H223Cl4N11O9 in total, with properties calculated with ωB97M-V/def2-TZVPD.

Properties
Orbital gap in Ha: 0.194
M in Da: 1889.79
LUMO level in eV: -6.71

ORCA input file:
```
! wB97M-V def2-TZVPD RIJCOSX def2/J DEFGRID3
* xyz 4 1
C -0.52354 -6.60660 -1.91131
C 0.75077 -5.85491 -2.03192
C 1.74863 -6.66094 -2.89650
N 3.22953 -6.18139 -2.69746
C 3.21271 -4.71066 -3.08968
C 4.51853 -4.06783 -3.47222
C 5.26816 -4.90625 -4.52634
C 5.48424 -6.41475 -3.95945
C 4.07370 -6.94258 -3.73610
C 3.73015 -6.38229 -1.27476
H -0.52802 -7.58407 -1.42899
H -1.01055 -6.68016 -2.88369
H -1.29902 -6.13486 -1.30782
H 0.99154 -5.48841 -1.03402
H 0.59143 -4.96128 -2.63535
H 1.53398 -6.64165 -3.96498
H 1.67471 -7.69308 -2.55398
H 2.50443 -4.66035 -3.91667
H 2.83022 -4.28761 -2.16079
H 4.21247 -3.08677 -3.83548
H 4.97291 -3.80968 -2.51567
H 4.77739 -4.93796 -5.49909
H 6.22829 -4.43440 -4.73517
H 6.01312 -7.18678 -4.51833
H 6.09658 -6.35724 -3.05955
H 3.47261 -6.98253 -4.64450
H 4.05258 -7.96591 -3.36133
H 3.10873 -5.68148 -0.71728
H 4.80060 -6.20834 -1.16532
H 3.56627 -7.42282 -0.99451
C 2.92338 7.35685 -6.59743
C 1.67621 6.47027 -6.60504
C 0.84230 6.56405 -5.30948
N -0.33120 5.58351 -5.23552
C 0.28475 4.15204 -4.97090
C -0.75495 3.05927 -4.56867
C -1.65174 3.37064 -3.44741
C -2.30319 4.76387 -3.74583
C -1.35195 5.92269 -4.08116
C -1.02601 5.45386 -6.55909
H 3.59630 6.87648 -5.88714
H 2.50078 8.31629 -6.29912
H 3.39169 7.45349 -7.57694
H 1.89837 5.42693 -6.82906
H 1.06612 6.88321 -7.40838
H 0.45840 7.58320 -5.35477
H 1.44243 6.42775 -4.40984
H 1.02681 4.38660 -4.20773
H 0.89180 3.69552 -5.75267
H -0.17729 2.18478 -4.26920
H -1.46987 2.89147 -5.37418
H -0.96640 3.54843 -2.61868
H -2.18776 2.51581 -3.03504
H -2.83910 5.15868 -2.88268
H -3.01139 4.74041 -4.57409
H -0.80999 6.16198 -3.16622
H -1.80389 6.84437 -4.44772
H -2.02809 5.03724 -6.45723
H -0.32448 4.94968 -7.22375
H -1.06414 6.47834 -6.92934
C 4.00686 6.90548 -2.83678
C 3.09179 6.53537 -1.67946
C 3.62474 6.98175 -0.29392
N 2.85298 6.42614 0.98823
C 3.72707 6.85739 2.21624
C 3.03414 6.47748 3.53207
C 1.75791 7.29809 3.72040
C 0.88633 7.00487 2.44178
C 1.52563 7.19664 1.12866
C 2.72485 4.89669 0.99151
H 3.68500 6.39438 -3.74414
H 5.06236 6.66457 -2.71042
H 3.94237 7.97799 -3.02027
H 2.88308 5.46941 -1.77033
H 2.17132 7.10112 -1.82359
H 3.72480 8.05848 -0.15702
H 4.64433 6.60137 -0.23176
H 3.98625 7.91498 2.16696
H 4.65786 6.29020 2.22059
H 3.52112 6.97164 4.37275
H 2.88007 5.42166 3.75479
H 2.06711 8.34147 3.65840
H 1.27443 7.13301 4.68326
H 0.02236 7.63056 2.21781
H 0.70510 5.93077 2.48157
H 1.79365 8.24729 1.01736
H 0.90955 6.81341 0.31522
H 2.07724 4.49790 0.21071
H 2.63452 4.51630 2.00898
H 3.74147 4.54359 0.81862
C 3.46995 -2.40330 4.48181
C 2.84346 -2.59172 5.87126
C 1.82883 -1.38963 6.21851
N 1.45455 -0.96105 7.65374
C 0.60681 -2.14466 8.23696
C -0.89319 -2.18986 7.55597
C -1.57912 -0.93131 7.29027
C -0.71782 0.28372 6.88066
C 0.63161 0.45665 7.56673
C 2.67180 -0.65784 8.59831
H 4.31933 -3.08607 4.45980
H 3.89994 -1.40801 4.36952
H 2.77934 -2.47839 3.64186
H 3.64321 -2.41748 6.59108
H 2.46846 -3.59581 6.06948
H 0.93261 -1.32578 5.60141
H 2.42743 -0.53027 5.91640
H 1.01763 -3.12184 7.98310
H 0.69421 -2.03016 9.31740
H -0.97240 -2.79009 6.64958
H -1.45062 -2.77546 8.28703
H -2.33844 -1.07919 6.52237
H -2.20311 -0.61563 8.12638
H -0.69189 0.54872 5.82369
H -1.26776 1.13038 7.29153
H 1.31399 1.16227 7.09284
H 0.58983 0.73538 8.61965
H 3.17388 0.26340 8.30279
H 3.33848 -1.50362 8.43006
H 2.34829 -0.55454 9.63406
C 4.49704 1.14272 2.65929
C 5.63877 1.11665 1.67785
C 5.14373 0.64909 0.24287
N 6.20871 0.54347 -0.95836
C 7.25348 -0.53232 -0.61012
C 8.45957 -0.59270 -1.62085
C 9.06664 0.79337 -1.89250
C 8.04311 1.83437 -2.16453
C 6.82334 1.90660 -1.25037
C 5.44266 -0.03949 -2.22894
H 3.87372 0.24855 2.66601
H 3.89741 2.03541 2.48138
H 4.70732 1.19301 3.72763
H 6.40351 0.55569 2.21506
H 6.05512 2.12393 1.68894
H 4.36038 1.32747 -0.09517
H 4.68222 -0.33431 0.15325
H 7.55851 -0.23859 0.39426
H 6.75884 -1.50315 -0.64064
H 9.22205 -1.24548 -1.19589
H 8.14988 -1.12357 -2.52105
H 9.60344 1.14139 -1.00999
H 9.77126 0.74771 -2.72288
H 8.58663 2.77893 -2.18684
H 7.71084 1.71685 -3.19598
H 7.08714 2.33357 -0.28280
H 6.10080 2.64412 -1.59981
H 5.28291 -1.11766 -2.24038
H 6.05076 0.14311 -3.11493
H 4.50766 0.52074 -2.23286
C -5.57771 3.43691 1.21724
C -6.64875 2.21936 1.42447
C -6.10651 0.84713 0.99984
N -7.11318 -0.36929 0.91218
C -6.25482 -1.68451 0.60951
C -7.10753 -2.99976 0.72899
C -7.59379 -3.09880 2.16316
C -8.53181 -1.90054 2.44510
C -7.80628 -0.50627 2.29506
C -8.11002 -0.22458 -0.26997
H -6.05713 4.41347 1.28489
H -5.17424 3.46188 0.20497
H -4.73324 3.25695 1.88251
H -7.57288 2.55844 0.95639
H -6.79391 2.07211 2.49468
H -5.33480 0.50973 1.69174
H -5.55376 0.83938 0.06043
H -5.44287 -1.72662 1.33550
H -5.87049 -1.42236 -0.37622
H -6.55635 -3.90871 0.48793
H -7.94932 -2.94191 0.03895
H -6.73448 -3.10140 2.83374
H -8.15224 -4.00800 2.38583
H -8.91754 -2.03793 3.45527
H -9.35231 -2.06435 1.74650
H -7.04560 -0.56874 3.07323
H -8.54589 0.28401 2.42359
H -8.58456 0.69413 0.07484
H -8.95860 -0.90759 -0.30890
H -7.51796 -0.01577 -1.16102
C -1.89084 -10.89858 2.43066
C -2.81390 -9.78272 2.76255
C -2.05132 -8.50041 3.30290
N -2.90096 -7.23031 3.43075
C -1.96908 -6.06275 3.73904
C -2.71425 -4.68100 3.65827
C -3.24918 -4.45136 2.26124
C -4.38846 -5.48870 2.01423
C -3.75424 -6.91487 2.08735
C -3.87528 -7.44148 4.66569
H -1.09067 -10.81917 1.69478
H -2.59933 -11.61709 2.01849
H -1.38798 -11.27507 3.32145
H -3.61537 -10.06287 3.44611
H -3.43216 -9.53445 1.89987
H -1.23884 -8.35336 2.59132
H -1.73711 -8.56125 4.34485
H -1.11308 -6.16822 3.07253
H -1.48654 -6.24457 4.69935
H -2.02124 -3.84673 3.76701
H -3.58310 -4.67327 4.31640
H -2.46217 -4.65685 1.53564
H -3.73323 -3.49708 2.05352
H -4.70309 -5.35386 0.97937
H -5.19304 -5.33545 2.73344
H -3.08448 -7.04411 1.23717
H -4.41108 -7.78194 2.01770
H -3.48893 -7.51904 5.68197
H -4.42391 -8.31059 4.30271
H -4.40475 -6.49198 4.74456
C 1.87766 2.00581 -1.17497
C 0.84002 1.97276 -0.10451
C -0.06740 0.73466 -0.25174
N -1.31018 0.46424 0.68510
C -0.63299 0.43014 2.11979
C 0.32077 -0.74137 2.25933
C -0.28499 -2.11821 1.87679
C -0.93279 -2.04066 0.51829
C -1.95676 -0.91707 0.37720
C -2.39208 1.56966 0.68150
H 1.45953 1.85656 -2.17046
H 2.51513 1.12639 -1.08359
H 2.37786 2.97187 -1.10694
H 0.24273 2.87147 -0.25832
H 1.36517 2.10440 0.84152
H 0.62709 -0.10472 -0.28658
H -0.44280 0.74908 -1.27495
H -0.12283 1.36372 2.35701
H -1.45514 0.33491 2.82908
H 1.19020 -0.39987 1.69758
H 0.56186 -0.80241 3.32058
H 0.43746 -2.93136 1.94707
H -1.08136 -2.31594 2.59429
H -0.18234 -2.18714 -0.25854
H -1.40118 -3.00433 0.31813
H -2.28751 -0.77165 -0.65118
H -2.79072 -1.06988 1.06223
H -3.38992 1.29204 1.02111
H -2.21272 1.85569 -0.35490
H -2.04209 2.51723 1.09103
C 1.69136 -1.01417 -3.79495
C 2.60761 -0.85297 -5.09564
C 2.14077 0.18037 -6.13229
N 2.92434 0.03354 -7.45932
C 2.60394 1.26213 -8.28573
C 1.33048 1.21751 -8.95599
C 0.86993 -0.04551 -9.65311
C 1.15877 -1.24575 -8.80963
C 2.55098 -1.22357 -8.29155
C 4.45074 0.01874 -7.09142
H 0.82832 -1.65582 -3.97258
H 1.19907 -0.09846 -3.46748
H 2.36634 -1.47999 -3.07696
H 2.53032 -1.89109 -5.41880
H 3.61380 -0.58692 -4.77176
H 2.10496 1.18658 -5.71473
H 1.10086 -0.03728 -6.37586
H 2.80334 2.17741 -7.72840
H 3.37932 1.30106 -9.05083
H 0.47900 1.43599 -8.31152
H 1.42376 2.02157 -9.68598
H -0.16833 -0.00951 -9.98298
H 1.40029 -0.14834 -10.59981
H 0.31638 -1.27545 -8.11855
H 1.08031 -2.16141 -9.39572
H 2.82394 -2.10256 -7.70763
H 3.26457 -1.26222 -9.11459
H 4.54094 -0.99879 -6.71115
H 4.61562 0.82036 -6.37147
H 5.18022 0.11154 -7.89599
C -3.25722 7.78238 9.30735
C -2.36717 6.64942 8.63304
C -2.85108 6.29002 7.22598
N -1.84833 5.24090 6.51582
C -2.02534 3.80985 7.14409
C -3.38229 3.22994 6.79517
C -3.81074 3.26640 5.29390
C -3.60487 4.66373 4.68463
C -2.16719 5.24613 5.00194
C -0.34018 5.65761 6.53763
H -4.22845 7.33880 9.52655
H -3.44215 8.57818 8.58582
H -2.81027 8.14257 10.23396
H -2.28304 5.72147 9.19865
H -1.35988 7.06582 8.64173
H -2.69766 7.10331 6.51666
H -3.89693 5.98297 7.22507
H -1.77709 3.71213 8.20094
H -1.18948 3.28328 6.68349
H -4.15044 3.70919 7.40210
H -3.29590 2.16095 6.98983
H -4.78749 2.80591 5.14555
H -3.23957 2.61316 4.63424
H -4.24828 5.42264 5.12980
H -3.78047 4.77488 3.61462
H -1.91795 6.15958 4.46196
H -1.48110 4.57582 4.48419
H 0.21996 4.99020 5.88272
H -0.02171 5.67666 7.57989
H -0.29652 6.67278 6.14312
C -2.37334 0.22169 -6.01906
C -2.19342 -1.19591 -5.41277
C -3.53307 -1.90408 -5.21470
N -3.30985 -3.38323 -4.82888
C -2.17146 -3.69752 -3.73695
C -2.47976 -3.12072 -2.33544
C -3.82141 -3.55235 -1.71180
C -4.99154 -3.43476 -2.71056
C -4.65066 -3.90693 -4.22257
C -2.96766 -4.27515 -6.04542
H -3.02758 0.87634 -5.44329
H -2.80449 0.13980 -7.01681
H -1.36607 0.60565 -6.18053
H -1.56688 -1.11860 -4.52419
H -1.67032 -1.74119 -6.19835
H -4.10636 -1.91002 -6.14174
H -4.03332 -1.34067 -4.42703
H -1.18404 -3.38797 -4.07941
H -2.10799 -4.78514 -3.77103
H -2.29733 -2.04640 -2.30999
H -1.70161 -3.50197 -1.67421
H -3.92283 -3.14477 -0.70597
H -3.80154 -4.61731 -1.48035
H -5.39632 -2.42379 -2.75745
H -5.71075 -4.08945 -2.21840
H -5.47543 -3.68054 -4.89830
H -4.54907 -4.98733 -4.12001
H -1.97200 -4.02085 -6.40887
H -3.61381 -4.10104 -6.90581
H -3.03457 -5.33710 -5.80904
Cl -4.76315 0.90770 -2.51125
Cl 1.12333 3.06614 4.30992
Cl -3.97524 -0.71803 3.95692
Cl 4.12623 3.19693 -4.55675
O 4.58605 -3.40470 0.00504
C 3.33543 -2.93636 0.24942
O 2.84097 -3.54120 1.17848
O 2.74643 -2.12947 -0.46272
H 4.25922 -3.95031 0.72414
O 1.30728 -5.29142 2.59282
C 1.85654 -6.47996 2.90993
O 2.79370 -6.89193 2.22750
O 1.35916 -7.16471 3.82572
H 1.83524 -5.05883 1.82551
O -2.29726 4.85843 1.33157
C -2.08052 5.53149 0.25734
O -0.92444 5.38515 -0.14198
O -3.01733 6.23625 -0.14528
H -1.34895 4.72633 1.26189
*
```